DFT (ωB97M-V with the def2-TZVPD basis set) results for C5H6O2Y as an isolated structure at a distorted geometry.

Results
LUMO energy in eV: -5.675
Max |F| in eV/Å: 2.34
Net charge: +1
E_tot in Ha: -382.508045
HOMO-LUMO gap in eV: 5.28
E_HOMO in eV: -10.96

Last column: Mulliken charge in e.
Positions of all 14 atoms, in Å:
C (-0.80, -0.44, -2.25)  -0.479
C (0.45, -0.23, -1.39)  -0.312
O (-1.90, -0.21, -1.65)  -0.389
H (0.74, -1.26, -1.11)  0.291
H (1.25, 0.11, -2.07)  0.452
Y (-2.40, 0.32, 0.25)  1.698
C (1.16, 0.39, 1.02)  -0.722
C (0.36, 0.67, -0.18)  -0.072
H (1.62, -0.60, 1.07)  0.270
H (1.64, 1.20, 1.58)  0.277
H (0.26, 1.73, -0.46)  0.434
O (-0.85, -1.00, 1.50)  -0.497
C (-0.42, 0.40, 1.28)  -0.336
H (-1.10, -1.07, 2.43)  0.385